(1)
Molecular formula: C48H45BaN7OPS3
Method: DFT, the ωB97M-V functional and the def2-TZVPD basis

Atoms and positions in Å:
Ba 1.3034 -0.9710 -0.7637
C 4.8583 -0.0923 1.8469
C 5.5608 0.2975 0.5414
C 4.7083 0.2522 -0.7337
N 4.0343 -1.0195 -0.8722
C 4.6611 -2.0944 -1.2671
C 5.9564 -2.0986 -1.8630
C 6.8921 -3.0989 -2.0471
C 6.8906 -4.4185 -1.6212
C 5.8292 -5.0346 -0.9614
C 4.5465 -4.5892 -0.7431
C 3.8774 -3.3807 -1.1410
N 2.5894 -3.2933 -1.2741
C 1.7138 -4.4410 -1.1128
C 1.1987 -4.6793 0.3253
C 0.0798 -3.7758 0.8912
N 0.5254 -2.4763 1.3600
C 0.9527 -2.2575 2.5639
C 1.0596 -3.3069 3.5428
C 1.1152 -3.2925 4.9152
C 1.1343 -2.2179 5.8036
C 1.2660 -0.8927 5.4254
C 1.4446 -0.3263 4.1757
C 1.4545 -0.8582 2.8526
N 1.8223 -0.1614 1.8084
C 2.5233 1.0976 1.9471
C 3.9435 0.9403 2.5165
H 5.6488 -0.3194 2.5688
H 4.3096 -1.0253 1.7003
H 6.3903 -0.4001 0.3928
H 6.0050 1.2956 0.6422
H 5.3426 0.5047 -1.5936
H 3.9420 1.0367 -0.6851
H 6.2836 -1.1200 -2.1971
H 7.7963 -2.7738 -2.5556
H 7.7894 -5.0010 -1.7821
H 6.0260 -6.0371 -0.5905
H 3.9044 -5.2943 -0.2304
H 2.2194 -5.3644 -1.4212
H 0.8564 -4.3017 -1.7787
H 2.0480 -4.6715 1.0159
H 0.7977 -5.6990 0.3319
H -0.4169 -4.3357 1.6940
H -0.6644 -3.6038 0.1069
H 1.0413 -4.2986 3.1093
H 1.1220 -4.2779 5.3739
H 1.0880 -2.4390 6.8628
H 1.2787 -0.1751 6.2423
H 1.6172 0.7439 4.2072
H 1.9753 1.8186 2.5715
H 2.5863 1.5563 0.9510
H 3.8405 0.6469 3.5639
H 4.4308 1.9234 2.5162
C -5.6829 5.2315 -0.4557
C -5.2515 4.9644 -1.7478
C -4.1949 4.0921 -1.9574
C -3.5381 3.4901 -0.8840
C -3.9850 3.7566 0.4074
C -5.0515 4.6210 0.6188
P -2.1732 2.3404 -1.3226
C -1.8433 1.4961 0.2657
C -2.2057 0.1537 0.3416
C -2.0712 -0.5426 1.5369
C -1.5782 0.0969 2.6618
C -1.1805 1.4270 2.5822
C -1.3030 2.1229 1.3912
C -0.7731 3.5455 -1.3550
C -0.8840 4.9192 -1.1636
C 0.2249 5.7445 -1.2902
C 1.4753 5.2281 -1.6222
C 1.6118 3.8726 -1.8361
C 0.4911 3.0534 -1.7037
H -6.5168 5.9016 -0.2880
H -5.7530 5.4162 -2.5943
H -3.8853 3.8550 -2.9697
H -3.5083 3.2788 1.2544
H -5.3921 4.8129 1.6289
H -2.5760 -0.3476 -0.5463
H -2.3367 -1.5912 1.5774
H -1.4573 -0.4453 3.5898
H -0.7554 1.9119 3.4529
H -0.9888 3.1600 1.3393
H -1.8435 5.3510 -0.9100
H 0.1135 6.8081 -1.1191
H 2.3322 5.8833 -1.7026
H 2.5645 3.4250 -2.0838
O 1.6082 1.2413 -2.3440
N 0.5777 1.6478 -1.8458
S -6.6380 -2.7860 -4.2414
C -5.1902 -2.2592 -3.6161
S -3.7257 -3.1849 -3.6874
C -2.8536 -1.9459 -2.7823
N -3.6132 -0.9423 -2.4722
N -4.9029 -1.1191 -2.9582
C -5.8280 -0.0776 -2.6771
C -6.7284 0.3459 -3.6444
C -7.6127 1.3721 -3.3508
C -7.6008 1.9788 -2.1030
C -6.6897 1.5570 -1.1459
C -5.8006 0.5325 -1.4288
S -1.1953 -2.1759 -2.4667
H -6.7373 -0.1317 -4.6139
H -8.3139 1.6985 -4.1085
H -8.2925 2.7811 -1.8782
H -6.6615 2.0318 -0.1740
H -5.0853 0.2038 -0.6894

Properties
electronic energy = -105473.4835 eV
relative energy (zero: lowest compared OMol25 entry of this formula, charge and spin) = 0.0 kcal/mol
LUMO = 0.11 eV
molar mass = 1000.4 g mol⁻¹
charge = -1
F_max = 0.016 Eh/bohr
HOMO level = -4.165 eV
frontier orbital gap = 4.27 eV

(2)
Molecular formula: C48H46FeN4O3P
Method: DFT, the ωB97M-V functional and the def2-TZVPD basis

Atoms and positions in Å:
Fe -0.5752 0.3157 0.9451
C 0.4421 2.0366 3.7548
N -0.1351 0.8084 3.1971
C 0.2587 -0.3500 3.9905
C -1.5564 0.9530 2.9717
C -2.4908 0.2531 3.7416
C -3.8416 0.3775 3.5226
C -4.2739 1.2478 2.5203
C -3.3752 1.9654 1.7721
C -1.9759 1.8732 1.9603
N -0.9745 2.4478 1.1654
C -1.2208 3.5131 0.3351
C -2.2360 4.4795 0.5205
C -2.4616 5.5162 -0.3748
C -1.6570 5.6644 -1.4952
C -0.5684 4.8063 -1.6322
C -0.3181 3.7735 -0.7316
N 0.9144 3.0166 -0.7919
C 1.8187 3.5253 0.2419
C 1.5775 2.9994 -2.0857
H 0.0523 2.2000 4.7701
H 0.1857 2.8842 3.1257
H 1.5237 1.9355 3.8108
H -0.0319 -0.2303 5.0431
H 1.3424 -0.4529 3.9430
H -0.1852 -1.2579 3.5864
H -2.1376 -0.4206 4.5126
H -4.5469 -0.1945 4.1139
H -5.3323 1.3333 2.2952
H -3.7422 2.5420 0.9380
H -2.8547 4.4083 1.4030
H -3.2757 6.2097 -0.1885
H -1.8388 6.4447 -2.2247
H 0.1085 4.9612 -2.4620
H 2.1143 4.5643 0.0345
H 2.7270 2.9205 0.2839
H 1.3255 3.4765 1.2124
H 2.0124 3.9718 -2.3623
H 0.8705 2.7020 -2.8608
H 2.3921 2.2702 -2.0638
O 1.6006 0.6336 0.4543
C 2.5071 -0.4720 0.4599
C 1.6356 -1.7420 0.6616
O 2.1228 -2.8478 0.4123
O 0.4760 -1.5184 1.1206
C 3.3557 -0.4369 -0.8254
C 3.5321 -1.5297 -1.6661
C 4.3244 -1.4190 -2.8079
C 4.9460 -0.2248 -3.1335
C 4.7825 0.8704 -2.2959
C 4.0057 0.7529 -1.1506
C 3.4480 -0.3461 1.6770
C 4.0635 -1.4638 2.2341
C 4.9377 -1.3239 3.3063
C 5.2161 -0.0683 3.8310
C 4.6119 1.0487 3.2709
C 3.7354 0.9058 2.2008
H 1.7560 1.2959 -0.2335
H 3.0407 -2.4597 -1.4220
H 4.4391 -2.2823 -3.4535
H 5.5560 -0.1460 -4.0263
H 5.2668 1.8131 -2.5230
H 3.9254 1.6079 -0.4903
H 3.8453 -2.4437 1.8252
H 5.3981 -2.2065 3.7368
H 5.8901 0.0378 4.6727
H 4.8098 2.0353 3.6733
H 3.2370 1.7773 1.7934
N -2.2108 -0.3012 0.0226
P -2.0215 -1.5770 -0.8344
C -0.5675 -1.6994 -1.9633
C -0.1142 -2.8834 -2.5497
C 0.8454 -2.8547 -3.5574
C 1.3683 -1.6405 -3.9887
C 0.9419 -0.4583 -3.3971
C -0.0199 -0.4885 -2.3934
C -3.3429 -1.7106 -2.1362
C -4.2134 -0.6289 -2.2461
C -5.2252 -0.6287 -3.2063
C -5.3808 -1.7143 -4.0566
C -4.5223 -2.8046 -3.9459
C -3.5141 -2.7987 -2.9905
C -2.1751 -3.1985 -0.0003
C -3.4561 -3.5332 0.4505
C -3.6766 -4.7070 1.1575
C -2.6134 -5.5634 1.4273
C -1.3350 -5.2291 1.0014
C -1.1127 -4.0487 0.2968
H -0.5077 -3.8387 -2.2215
H 1.1895 -3.7840 -3.9997
H 2.1184 -1.6160 -4.7720
H 1.3600 0.4893 -3.7203
H -0.3738 0.4368 -1.9482
H -4.0684 0.2036 -1.5619
H -5.8936 0.2210 -3.2849
H -6.1669 -1.7162 -4.8033
H -4.6419 -3.6598 -4.6014
H -2.8607 -3.6611 -2.9077
H -4.2838 -2.8603 0.2508
H -4.6748 -4.9513 1.5020
H -2.7805 -6.4810 1.9800
H -0.4971 -5.8774 1.2313
H -0.0981 -3.7749 0.0267

Properties
electronic energy = -106304.6518 eV
2S+1 = 5
LUMO (alpha / beta) = 2.59 / 2.59 eV
molar mass = 813.7 g mol⁻¹
charge = -1
F_max = 0.020 Eh/bohr
HOMO level (alpha / beta) = -3.816 / -3.954 eV
frontier orbital gap (alpha / beta) = 6.41 / 6.54 eV

(3)
Molecular formula: C48H48AsF6O16
Method: DFT, the ωB97M-V functional and the def2-TZVPD basis

Atoms and positions in Å:
As -0.9518 -0.1855 -0.5926
F -0.9066 1.0684 -1.7932
F -1.8191 0.9126 0.4336
F -1.0101 -1.5411 0.5777
F -0.0599 -1.2249 -1.6869
F 0.5345 0.3381 0.1909
F -2.4868 -0.7639 -1.2643
C 1.9619 -3.0724 4.8819
C 2.1295 -2.9881 3.5144
C 1.0175 -3.0875 2.6703
C -0.2413 -3.3465 3.2276
C -0.4262 -3.3670 4.6076
C 0.6945 -3.3480 5.4174
O 0.5790 -3.5268 6.8029
O 1.1713 -2.9134 1.3225
H 2.8544 -2.8692 5.4608
H 3.1058 -2.7826 3.0961
H -0.9912 -3.4046 2.4489
H -1.3610 -3.5708 5.1108
H 1.1884 -2.8861 7.1835
H 0.3282 -2.6719 0.9013
C -4.5512 5.5121 -3.0772
C -5.3356 4.8483 -2.1280
C -4.7433 4.0332 -1.1958
C -3.3768 3.7971 -1.2243
C -2.6131 4.4557 -2.1496
C -3.1838 5.3284 -3.0671
O -2.3446 6.0461 -3.8807
O -5.4294 3.2881 -0.2708
H -5.0512 6.0571 -3.8683
H -6.3929 5.0768 -2.1752
H -3.0500 3.0679 -0.4946
H -1.5560 4.2423 -2.2445
H -2.8295 6.2920 -4.6749
H -6.3232 3.5373 -0.0330
C -1.2929 1.2857 -5.1578
C -0.8278 2.2617 -6.0369
C -0.2297 1.8769 -7.2267
C 0.0792 0.5204 -7.4665
C -0.3655 -0.4170 -6.5393
C -1.1551 -0.0592 -5.4632
O -1.7539 -1.0516 -4.7451
O 0.1586 2.8094 -8.1392
H -1.8525 1.6648 -4.3133
H -0.9502 3.2995 -5.7592
H 0.5468 0.2159 -8.3927
H -0.1547 -1.4246 -6.8745
H -1.1747 -1.7748 -4.4266
H 0.6836 2.5722 -8.9008
C -1.1629 1.4069 3.4763
C -2.0575 1.6915 4.4886
C -1.9173 1.1119 5.7231
C -0.7975 0.3328 5.9803
C 0.1098 0.0845 4.9645
C -0.0787 0.5498 3.6640
O 0.8439 0.3283 2.7019
O -2.8832 1.1976 6.6970
H -1.2802 1.9979 2.5797
H -2.8088 2.4604 4.3601
H -0.6037 -0.2281 6.8872
H 1.0287 -0.4527 5.1708
H 0.5188 0.5082 1.7862
H -2.6623 0.6474 7.4503
C 2.1534 -1.5953 -3.9877
C 3.3245 -1.5218 -4.7478
C 3.4736 -2.2546 -5.9171
C 2.5688 -3.2503 -6.2554
C 1.4104 -3.3939 -5.4561
C 1.1948 -2.5467 -4.3772
O 0.0497 -2.7327 -3.6271
O 4.6389 -2.2773 -6.6504
H 2.1029 -1.0884 -3.0349
H 4.1735 -0.9799 -4.3488
H 2.7410 -4.0284 -6.9839
H 0.6212 -3.9674 -5.9241
H 0.1481 -2.1770 -2.8077
H 5.3148 -1.7186 -6.2549
C 6.6705 -0.8384 1.6057
C 5.7517 -0.3327 2.5368
C 4.3877 -0.3697 2.2940
C 3.8930 -1.0093 1.1793
C 4.7815 -1.6093 0.3000
C 6.1359 -1.5608 0.5211
O 6.9712 -2.1074 -0.4633
O 3.5608 0.1888 3.2276
H 7.7262 -0.7870 1.8347
H 6.1103 0.0575 3.4799
H 2.8580 -0.9934 0.8636
H 4.4007 -2.1849 -0.5333
H 7.7490 -1.5507 -0.3386
H 2.6361 -0.0767 3.0717
C 1.1111 3.9608 -0.3205
C 1.0688 4.4954 0.9981
C 1.7773 3.9848 2.0441
C 2.6970 2.9804 1.7826
C 2.7719 2.3992 0.5254
C 1.9989 2.8982 -0.5238
O 1.9546 2.2724 -1.7498
O 1.7510 4.6779 3.2518
H 0.4056 4.4362 -0.9838
H 0.3943 5.3239 1.1805
H 3.2695 2.5615 2.6045
H 3.4485 1.6045 0.2394
H 1.0513 1.9438 -1.8333
H 2.4498 4.1873 3.7074
C -3.5777 -2.1433 2.6313
C -3.9748 -2.4517 3.9309
C -4.7306 -3.5933 4.1904
C -5.2796 -4.3707 3.1614
C -4.8503 -4.0439 1.8522
C -3.9681 -3.0191 1.6054
O -3.5010 -2.8020 0.3413
O -5.0658 -3.9414 5.4769
H -3.0465 -1.2191 2.4452
H -3.8864 -1.7516 4.7543
H -5.9133 -5.1918 3.4602
H -5.0726 -4.6584 0.9886
H -2.7720 -2.1645 0.4071
H -4.5495 -3.4360 6.1108

Properties
electronic energy = -160462.8877 eV
LUMO = 2.00 eV
molar mass = 1069.8 g mol⁻¹
charge = -1
F_max = 0.057 Eh/bohr
HOMO level = -5.694 eV
frontier orbital gap = 7.69 eV

(4)
Molecular formula: C48H48F4N3O4Ti
Method: DFT, the ωB97M-V functional and the def2-TZVPD basis

Atoms and positions in Å:
Ti 12.7967 12.7087 13.7613
C 12.3990 14.1350 17.4711
C 13.0456 14.9690 16.3316
N 13.7981 14.2051 15.2855
C 14.7324 15.2223 14.6560
C 13.9672 16.3953 14.0456
C 14.6038 13.1672 15.8543
C 15.5534 12.5938 14.8160
N 14.7685 12.4840 13.6006
C 15.4805 12.3272 12.3824
C 15.6366 13.3925 11.5285
F 15.0224 14.5977 11.7037
C 16.4553 13.2767 10.4173
F 16.7236 14.3785 9.6436
C 17.0531 12.1026 10.0961
C 16.8595 11.0241 10.9525
F 17.1435 9.7916 10.5629
C 16.1215 11.1201 12.0900
F 16.1395 10.1138 12.9680
H 11.7152 14.8221 18.0193
H 13.0149 13.6308 18.2332
H 11.7033 13.4218 17.0637
H 13.6899 15.7565 16.7182
H 12.2164 15.4932 15.8036
H 15.3150 14.7114 13.9299
H 15.3899 15.6192 15.4544
H 13.0062 15.9825 13.6395
H 14.5240 16.7957 13.2324
H 13.7592 17.2420 14.6784
H 14.0464 12.2962 16.1747
H 15.1699 13.5521 16.7457
H 15.9545 11.6823 15.2212
H 16.4127 13.2668 14.6667
H 17.5355 11.9197 9.1331
C 9.1335 7.8526 11.9027
C 10.3303 7.8917 12.8081
C 10.5708 6.5414 13.4241
O 11.4953 8.3418 12.1562
C 11.9179 9.5909 12.6763
C 10.8608 9.9872 13.6699
O 10.0180 8.8549 13.7696
C 11.3310 10.3662 15.0823
O 12.0591 11.6197 14.9360
C 10.1361 10.7185 16.0149
C 10.3806 10.9467 17.3693
C 9.4688 11.3575 18.3051
C 8.1662 11.5423 17.7968
C 7.8676 11.3500 16.4538
C 8.8501 10.9512 15.5347
C 12.2529 9.3392 15.7892
C 13.6088 9.3593 15.4958
C 14.4873 8.4936 16.1758
C 14.0418 7.5868 17.1356
C 12.6270 7.4820 17.2792
C 11.7418 8.3150 16.6533
C 12.0943 10.6958 11.5338
O 12.4333 11.8543 12.2460
C 10.7994 10.9031 10.7754
C 9.8891 11.8255 11.2648
C 8.6820 12.0983 10.5872
C 8.4272 11.4056 9.3947
C 9.3520 10.5317 8.9153
C 10.5132 10.2126 9.6052
C 13.1985 10.3728 10.5554
C 13.6772 9.0848 10.3330
C 14.5385 8.8399 9.2611
C 15.0407 9.9349 8.5354
C 14.5571 11.1957 8.7433
C 13.6837 11.4502 9.7978
H 9.2418 6.9685 11.2735
H 9.2115 8.7915 11.3090
H 8.2675 7.8117 12.5553
H 11.0515 5.8309 12.7443
H 9.6033 6.1188 13.7526
H 11.1800 6.6865 14.3158
H 12.9708 9.3792 13.0479
H 10.3194 10.9071 13.3664
H 11.3967 10.6801 17.7200
H 9.7146 11.3804 19.3451
H 7.3861 11.7034 18.4863
H 6.8667 11.5334 16.0337
H 8.4706 10.8024 14.5882
H 14.0792 10.0316 14.8091
H 15.5237 8.4843 15.9158
H 14.6689 6.9060 17.6818
H 12.2170 6.7710 17.9139
H 10.6677 8.1343 16.7559
H 10.1081 12.3079 12.1390
H 8.1066 12.9217 10.8846
H 7.5472 11.5235 8.7972
H 9.1273 9.9783 7.9957
H 11.1690 9.4544 9.1874
H 13.2542 8.3178 10.9652
H 14.8452 7.8068 9.1188
H 15.6518 9.7647 7.6494
H 14.9280 12.0171 8.1614
H 13.4002 12.4711 9.9917
C 9.0576 15.8928 13.5513
C 9.8092 15.7562 12.3647
C 10.8737 14.8422 12.4363
N 11.1501 14.0781 13.5287
C 10.3281 14.2109 14.5990
C 9.3158 15.1448 14.6924
H 8.2687 16.6256 13.5979
H 9.6437 16.2818 11.4462
H 11.5563 14.7339 11.6178
H 10.5305 13.5309 15.3606
H 8.6771 15.2665 15.5300

Properties
electronic energy = -97196.4116 eV
relative energy (zero: lowest compared OMol25 entry of this formula, charge and spin) = 8.8 kcal/mol
LUMO = -3.26 eV
molar mass = 854.8 g mol⁻¹
charge = +1
F_max = 0.060 Eh/bohr
HOMO level = -11.009 eV
frontier orbital gap = 7.75 eV